# C4H4O

2 unconnected molecules or ions with the total composition C4H4O at a distorted geometry (the ωB97M-V functional and the def2-TZVPD basis, the OMol25 dataset).

Last column: Mulliken charge in e.
Positions of all 9 atoms, in Å:
C  0.8658  0.4020  0.2920  -0.328
C  1.4515  -0.9366  0.0855  -0.143
C  1.9203  -0.2148  1.0960  -0.173
H  1.3783  -1.9370  -0.3322  0.320
H  2.6906  -0.2684  1.9076  0.303
C  -2.1725  0.6540  -0.7808  -0.106
O  -1.8701  -0.4867  -0.7740  -0.350
H  -1.7964  1.4068  -0.0859  0.232
H  -2.9876  0.9838  -1.4632  0.245

Summary:
E_LUMO (Ha): 0.0428
SMILES string: C1=CC=1.C=O
Energy (Eh): -229.8580
HOMO-LUMO gap (eV): 10.4816
Highest occupied orbital energy (eV): -9.3158